Entry 1:
Formula: C14H21ClN2O4S2
Source: OMol25
Level of theory: ωB97M-V/def2-TZVPD

Structure (XYZ):
```
44
Properties=species:S:1:pos:R:3:forces:R:3:nbo_charge:R:1
O -1.1813 -0.6379 3.2782 -1.1482 -0.5229 0.3171 -0.9042
S -0.9913 -1.9020 2.6269 1.5831 1.6598 -0.2508 2.0808
O 0.2845 -1.9715 1.9759 -0.3934 -1.1786 -0.3103 -0.9021
Cl -1.0311 -3.3686 4.0793 -0.2288 0.1717 -0.3909 -0.2277
C -2.3534 -2.2993 1.4907 -0.6511 -0.5229 0.3739 -0.6506
C -3.4184 -1.1701 1.4225 -0.4688 -0.0711 -0.2912 -0.4240
C -4.0280 -0.9441 0.0122 -0.2714 1.2621 0.3111 -0.3830
C -3.1673 0.0152 -0.8840 -0.1634 -1.3978 -0.0153 -0.4247
C -1.9134 -0.7462 -1.3479 -0.0275 1.2246 0.5114 -0.0157
C -0.6131 -0.3278 -0.8404 1.4500 -2.3187 -1.7094 -0.2098
C 0.5311 -1.0906 -1.2694 -2.4453 1.4705 0.8260 -0.1960
C 0.2752 -2.1964 -2.1417 -0.1087 -1.4994 -1.0029 0.1367
N 1.1834 -3.0677 -2.6300 0.2604 0.1581 0.0502 -0.6185
S 0.4504 -4.1529 -3.5558 -0.6572 0.5624 0.3068 0.9220
N -1.1236 -3.6589 -3.4447 1.7662 0.0143 0.3329 -0.5929
C -1.0395 -2.6007 -2.6425 -0.5900 1.7407 1.1707 0.0804
C -2.1266 -1.7968 -2.1941 -0.1912 -0.1565 -0.1107 -0.2323
H -2.8332 -3.2095 1.8951 0.3550 0.3855 -0.1204 0.2587
H -1.9124 -2.5907 0.5259 0.1509 0.4313 0.4100 0.2762
H -4.2443 -1.4578 2.0951 0.4081 0.1479 -0.1351 0.2211
H -3.0541 -0.1933 1.7842 0.1214 -0.5625 -0.0837 0.2430
H -4.3033 -1.8720 -0.5149 0.3488 0.2580 0.2063 0.2074
H -4.9821 -0.3991 0.1744 0.3592 -0.3983 0.0234 0.2147
H -3.7903 0.2480 -1.7659 0.3723 0.1769 0.3371 0.2219
H -2.9353 0.9391 -0.3282 -0.0351 -0.3824 -0.2801 0.2164
H -0.5648 0.5380 -0.1703 0.2951 -0.4335 -0.2963 0.2423
H 1.5488 -0.8597 -0.9417 -0.4475 -0.1629 -0.1303 0.2375
H -3.1541 -2.0250 -2.4967 0.4342 0.0078 -0.0399 0.2192
C 2.0675 2.4439 -1.2971 -0.0730 -0.0694 0.1742 -0.2555
O 1.8217 2.1054 0.0636 0.0089 0.2068 -0.3672 -0.5599
C 2.8545 1.3163 0.6340 -0.3353 -0.0567 0.3103 -0.0960
C 3.7542 2.1370 1.5345 0.3602 -0.1629 -0.2373 -0.0887
O 4.5171 3.0767 0.7877 -0.2200 0.1163 0.0273 -0.5512
C 4.0125 4.3966 0.8912 0.0952 -0.0149 -0.0360 -0.2535
H 1.3281 3.1804 -1.6106 -0.0596 -0.0383 0.1334 0.1898
H 3.0632 2.8740 -1.4277 0.0185 -0.0668 -0.0178 0.1820
H 1.9547 1.5542 -1.9251 0.1061 0.0370 -0.0961 0.1690
H 3.4361 0.8177 -0.1486 0.0785 0.0692 0.0278 0.1749
H 2.3626 0.5442 1.2354 0.0767 -0.0381 0.0231 0.1947
H 4.4648 1.4657 2.0256 -0.0385 -0.0276 0.0338 0.1861
H 3.1698 2.6378 2.3121 -0.0578 -0.0048 -0.0544 0.1780
H 4.2034 4.7969 1.8924 -0.0845 0.0580 0.0030 0.1670
H 2.9412 4.4365 0.6778 -0.0067 -0.0040 0.0452 0.1767
H 4.5359 5.0152 0.1626 0.0543 -0.0680 0.0211 0.1896
```
Forces are in eV/Å.

## Properties
Energy relative to the best compared isomer or geometry (same formula, charge and spin) = 0.000 eV
Orbital gap = 8.17 eV
Max |F| = 3.2 eV Å⁻¹
E_tot = -2213.02443 hartree
Highest occupied orbital energy = -0.328 Ha

***

Entry 2:
Formula: CF4NO2S2Y
Source: OMol25
Level of theory: ωB97M-V/def2-TZVPD

Structure (XYZ):
```
11
Properties=species:S:1:pos:R:3:forces:R:3:nbo_charge:R:1
Y 3.9053 0.2570 1.5080 1.1660 -3.5887 -3.2706 2.6055
F 2.8082 -1.1427 -0.8313 0.5407 3.1815 2.4035 -0.7578
N 5.3571 -3.1515 -0.7596 0.7787 0.9093 0.6311 -1.0222
S 3.8258 -2.9594 -1.0956 -1.2030 -3.6100 -0.9064 1.6153
O 3.3783 -3.7832 -2.2122 1.4151 1.7556 1.5880 -0.6822
S 6.1885 -2.3900 0.4068 0.9273 -2.8999 -2.6249 1.4074
O 5.4786 -1.2030 1.0616 -3.7191 4.2639 1.8659 -1.1762
C 7.3015 -1.3812 -0.7482 1.1905 -0.1819 -0.7272 0.8327
F 8.1720 -0.7558 0.0243 -0.0755 -0.0553 0.2045 -0.2834
F 7.9075 -2.2042 -1.5781 -0.3365 0.1111 0.6427 -0.2510
F 6.6225 -0.4919 -1.4413 -0.6843 0.1145 0.1932 -0.2881
```
Forces are in eV/Å.

## Properties
Energy relative to the best compared isomer or geometry (same formula, charge and spin) = 0.000 eV
Orbital gap = 4.95 eV
Max |F| = 6.0 eV Å⁻¹
Net charge = +2
E_tot = -1476.67101 hartree
Highest occupied orbital energy = -0.629 Ha

***

Entry 3:
Formula: CBrF4N
Source: OMol25
Level of theory: ωB97M-V/def2-TZVPD

Structure (XYZ):
```
7
Properties=species:S:1:pos:R:3:forces:R:3:nbo_charge:R:1
C 0.2004 0.3651 -0.0200 2.6647 0.3444 0.5124 1.0113
N -0.8518 -0.2266 0.7022 1.5940 -3.8776 1.3175 -0.2838
F 0.6660 1.3963 0.6875 -0.3636 0.7131 0.7845 -0.3062
F -0.1960 0.8608 -1.1496 0.4683 0.1384 -2.1631 -0.2993
F 1.2331 -0.4536 -0.1177 -0.1227 0.0041 -0.6864 -0.2749
F -0.5478 -2.0031 0.0533 -0.9112 2.3045 0.7789 -0.3502
Br -2.3691 0.2135 0.0907 -3.3294 0.3730 -0.5437 0.5031
```
Forces are in eV/Å.

## Properties
Energy relative to the best compared isomer or geometry (same formula, charge and spin) = 1.611 eV
Orbital gap (alpha / beta) = 8.74 / 8.58 eV
Max |F| = 4.4 eV Å⁻¹
E_tot = -3066.17177 hartree
Highest occupied orbital energy (alpha / beta) = -0.417 / -0.420 Ha

***

Entry 4:
Formula: C7H11NOS
Source: OMol25
Level of theory: ωB97M-V/def2-TZVPD

Structure (XYZ):
```
21
Properties=species:S:1:pos:R:3:forces:R:3:mulliken_spin:R:1
C -1.5119 1.3233 0.1940 -3.5690 8.1811 0.1492 0.6183
C -0.7035 0.2821 0.2362 -0.8671 -8.5813 -1.0738 0.3248
C -1.6402 -0.9774 -0.1263 2.3676 2.2833 1.2491 0.1468
C 1.5383 1.3238 0.5092 -2.0116 -1.0654 1.3098 0.0227
C 1.0219 -0.1857 -1.4300 -1.2898 -0.4886 1.2390 0.0413
C 1.1511 -1.1044 0.9110 -0.4165 -0.3044 -1.0543 0.0419
C 0.7279 0.0850 0.0502 1.6790 1.6941 0.0484 0.0089
N -2.9990 -0.6263 -0.0154 -1.9655 -0.3078 -0.7894 0.0701
O -1.2806 -2.0842 -0.4518 -0.3201 -0.6588 -0.3434 0.2000
S -3.2226 1.0763 0.1183 1.2550 -1.7003 0.0629 0.5133
H -1.2751 2.3691 0.5134 -0.1598 -1.0676 -0.3231 0.0116
H 2.4816 1.0092 0.8516 1.3760 -0.3147 0.2233 0.0033
H 1.6287 2.0391 -0.2389 0.1402 1.4030 -1.3236 0.0010
H 1.0220 1.7456 1.3743 0.1558 0.3024 0.0387 0.0007
H 0.6725 -1.1711 -1.5119 -0.0834 -1.6890 -0.7705 0.0015
H 2.0484 -0.1391 -1.5982 1.7580 0.1907 -0.5709 0.0076
H 0.4271 0.3442 -2.1330 -0.2304 1.1272 -0.4661 0.0011
H 2.2418 -1.2428 0.9217 -0.3049 0.1399 0.0675 0.0011
H 0.6727 -1.9483 0.3509 0.4649 0.1925 1.5681 0.0010
H 0.7479 -0.8399 1.8985 0.2806 -0.9514 -0.0230 -0.0184
H -3.7490 -1.2788 -0.4238 1.7409 1.6151 0.7821 0.0014
```
Forces are in eV/Å.

## Properties
Energy relative to the best compared isomer or geometry (same formula, charge and spin) = 0.000 eV
Orbital gap (alpha / beta) = 5.26 / 6.92 eV
Spin multiplicity = 3
Max |F| = 8.9 eV Å⁻¹
E_tot = -801.33045 hartree
Highest occupied orbital energy (alpha / beta) = -0.180 / -0.350 Ha

***

Entry 5:
Formula: C23H21BF6O3S
Source: OMol25
Level of theory: ωB97M-V/def2-TZVPD

Structure (XYZ):
```
55
Properties=species:S:1:pos:R:3:forces:R:3:nbo_charge:R:1
C 2.1287 2.5605 -2.3571 -0.5887 -0.0615 0.3976 -0.2585
O 1.1854 1.9572 -1.4261 1.0229 0.6959 -0.6791 -0.5338
C 1.6769 1.9607 -0.1173 0.8121 2.1762 1.2704 -0.2496
C 2.1522 0.6268 0.3285 0.8703 -0.3981 0.4799 0.0466
C 2.2269 0.3609 1.6990 -0.1065 -0.1134 -0.2970 -0.2543
C 2.8450 -0.8009 2.1514 0.1811 0.0122 0.0805 -0.2039
C 3.4285 -1.6882 1.2470 0.1858 0.2223 0.1252 -0.2343
C 3.3685 -1.4207 -0.1179 0.0154 -0.0355 -0.0074 -0.2065
C 2.7356 -0.2771 -0.5801 -0.5286 0.4668 -0.0506 -0.2487
H 1.9334 2.1462 -3.3468 -0.0611 0.0446 0.0551 0.1944
H 1.9474 3.6481 -2.3649 0.2038 -0.2912 -0.0634 0.1853
H 3.1809 2.3532 -2.0759 -0.5632 0.0084 -0.0357 0.1778
H 2.5849 2.6518 -0.0186 0.8836 -0.6016 -0.9477 0.1952
H 1.7965 1.1126 2.3603 0.2302 -0.5552 0.0846 0.2413
H 2.9040 -0.9908 3.2235 -0.0198 -0.0300 -0.2661 0.2138
H 3.9798 -2.5590 1.5984 -0.2637 0.1218 -0.0121 0.2184
H 3.8304 -2.1052 -0.8293 -0.1046 0.1362 0.1484 0.2160
H 2.6683 -0.0613 -1.6530 0.1090 -0.1589 0.4791 0.2223
C -6.0046 0.8808 -0.5998 -0.1998 0.3573 -0.2428 -0.6442
C -4.6588 0.4756 -0.1152 0.9476 -0.1402 1.2165 -0.1718
C -4.2629 0.2453 1.1950 -0.0729 -0.0980 -0.9844 -0.2741
C -2.9314 -0.2563 1.2952 0.3692 0.2746 -1.0712 -0.2175
C -2.2587 -0.3585 0.0758 -2.0684 0.7483 1.0286 -0.2149
B 1.1914 3.1772 0.8743 -2.5917 -2.7738 -1.4644 1.1400
C -1.0826 -1.1405 -0.2265 0.7777 -0.6909 -0.4331 -0.0708
C -0.5971 -1.2018 -1.5518 -0.3107 0.0778 0.7128 -0.1489
C 0.3180 -2.1656 -1.9002 0.1680 -0.4811 0.0093 -0.1419
C 0.8544 -2.2094 -3.3011 0.6729 0.1269 -0.6421 0.9803
F 0.6846 -3.4266 -3.8885 0.0928 0.8685 0.3393 -0.3211
F 0.2956 -1.2701 -4.1203 0.4356 -0.8567 0.6338 -0.3233
F 2.2120 -1.9669 -3.2970 -1.0450 -0.2466 -0.1788 -0.3350
C 0.7737 -3.1104 -0.9740 -0.0459 0.2350 -0.0544 -0.1513
C 0.3448 -3.0058 0.3431 0.3301 0.0571 -0.1342 -0.1505
C 0.8541 -3.9836 1.3684 0.8118 -0.1957 0.7299 0.9809
F 1.1506 -3.3653 2.5618 -0.4017 -0.6466 -1.0378 -0.3289
F -0.0416 -4.9655 1.6585 0.5615 0.5856 -0.2369 -0.3208
F 2.0086 -4.5940 0.9489 -1.0493 0.3422 0.4161 -0.3284
C -0.5339 -2.0093 0.7378 -0.3966 0.2192 -0.5149 -0.0911
O 0.4099 4.1466 0.2323 0.4124 -0.4442 0.7546 -0.7020
C -0.8467 3.7940 0.8365 -0.7930 0.1040 -0.5432 -0.1097
C -0.5254 3.2547 2.2370 0.0711 -0.0134 0.6621 -0.0938
O 0.9038 2.9533 2.2131 -0.3969 0.8387 -0.1498 -0.7173
S -3.3358 0.2131 -1.1983 0.1487 -0.4299 0.6161 0.4278
H -6.7618 0.6931 0.1713 0.2198 0.0100 -0.1875 0.2308
H -6.0339 1.9522 -0.8483 -0.0519 -0.2712 0.0044 0.2276
H -6.2659 0.3133 -1.5006 -0.0842 0.1594 0.1822 0.2287
H -4.9388 0.3737 2.0401 0.2085 -0.0867 -0.2243 0.2255
H -2.4874 -0.5644 2.2284 0.0096 -0.0497 0.0884 0.2192
H -0.9643 -0.5158 -2.3104 0.0570 -0.0702 0.2020 0.2413
H 1.4897 -3.8788 -1.2532 -0.1799 0.1651 -0.0328 0.2476
H -0.8542 -1.9644 1.7759 0.0242 0.0042 -0.2344 0.2225
H -1.4752 4.6840 0.8284 -0.0002 -0.0387 0.2359 0.1984
H -1.3749 3.0158 0.2442 0.5017 0.3417 0.0780 0.1860
H -0.7678 3.9855 3.0125 0.3559 -0.0213 0.0079 0.1867
H -1.0609 2.3199 2.4858 0.2344 0.4002 -0.3124 0.1926
```
Forces are in eV/Å.

## Properties
Energy relative to the best compared isomer or geometry (same formula, charge and spin) = 0.023 eV
Orbital gap = 8.02 eV
Max |F| = 4.1 eV Å⁻¹
E_tot = -2137.03385 hartree
Highest occupied orbital energy = -0.300 Ha

***

Entry 6:
Formula: C33H33F4N7O4SSeSiTl
Source: OMol25
Level of theory: ωB97M-V/def2-TZVPD

Structure (XYZ):
```
85
Properties=species:S:1:pos:R:3:forces:R:3:nbo_charge:R:1
Tl 0.9279 -0.0423 -0.9351 0.0341 0.0370 0.0361 0.7431
O -4.4720 -1.2643 5.9423 0.0088 -0.0639 -0.0278 -0.6737
C -4.1335 -0.3785 4.9722 0.0304 -0.0590 -0.0604 0.7819
O -4.5200 0.7552 5.0456 -0.0122 0.0368 -0.0125 -0.5778
C -3.2864 -0.9019 3.8607 -0.0597 -0.0435 0.0590 -0.2249
C -2.4796 -0.0017 3.1711 0.0123 0.0460 -0.0766 -0.1488
C -1.7128 -0.4204 2.1023 0.0505 0.1136 -0.0400 -0.2325
C -1.7342 -1.7575 1.7090 0.0634 -0.0638 -0.0057 0.2319
C -2.5514 -2.6617 2.3857 -0.0334 -0.0281 -0.0426 -0.2894
C -3.3201 -2.2338 3.4561 -0.0190 0.0040 0.0117 -0.1422
N -0.9839 -2.1315 0.5815 -0.2723 0.0489 -0.0583 -0.4132
C -0.2817 -3.1807 0.5985 0.1394 -0.1192 0.0362 0.1331
C 0.4821 -3.6338 -0.5879 -0.0739 0.0237 0.0283 0.1143
C 1.4011 -4.6636 -0.4588 0.0648 -0.0797 0.0501 -0.2203
C 2.1543 -5.0241 -1.5668 0.0469 0.0068 0.0461 -0.1695
C 1.9644 -4.3401 -2.7523 -0.0387 -0.0094 -0.0493 -0.2368
C 1.0035 -3.3331 -2.7954 -0.0046 0.0676 0.0358 0.0583
N 0.2736 -2.9933 -1.7405 -0.0551 0.0052 -0.0059 -0.4117
H -3.9988 -2.0944 5.8016 -0.0106 0.0685 0.0071 0.4833
H -2.4685 1.0364 3.4773 -0.0006 -0.0039 -0.0028 0.2374
H -1.0810 0.2810 1.5701 -0.1388 -0.1178 0.0589 0.2613
H -2.6223 -3.6831 2.0331 0.0018 0.0054 0.0158 0.2182
H -3.9909 -2.9415 3.9329 0.0175 -0.0042 -0.0070 0.1954
H -0.1621 -3.7796 1.5101 0.0003 -0.0254 -0.0201 0.1595
H 1.5408 -5.1518 0.4981 0.0010 0.0052 -0.0197 0.2156
H 2.8991 -5.8060 -1.4927 -0.0162 -0.0065 -0.0017 0.2162
H 2.5493 -4.5678 -3.6334 -0.0182 0.0116 0.0067 0.2250
H 0.8304 -2.7527 -3.6962 0.0257 0.0079 0.0195 0.2351
C 4.1842 -2.0603 -0.3455 -0.0016 -0.0845 0.0092 -1.1202
Si 4.3621 -0.1831 -0.3144 0.0912 -0.0408 -0.0803 1.8236
C 4.2823 0.3812 -2.1060 -0.0583 0.0336 -0.0487 -1.1216
C 6.1150 0.1946 0.2718 0.0850 0.0640 0.1155 -1.1359
N 3.0677 0.4809 0.5467 -0.1088 0.1767 0.0152 -1.2321
C 2.9675 1.0846 1.7476 0.0476 -0.1545 0.0734 0.1394
C 4.0183 1.2667 2.6903 -0.0386 0.0375 -0.0401 -0.2883
C 3.8450 1.8971 3.9136 -0.0108 -0.0389 -0.0539 -0.2122
C 2.6062 2.3847 4.3071 -0.0056 0.0068 -0.0469 -0.2999
C 1.5368 2.2128 3.4310 -0.0154 -0.0056 0.0378 -0.2918
C 1.7328 1.5878 2.2255 0.1094 -0.0146 0.0778 0.3699
F 0.6285 1.4205 1.4276 0.0731 0.1774 -0.0443 -0.3718
H 4.9874 -2.5607 -0.8979 -0.0388 0.0454 0.0251 0.2191
H 3.2369 -2.3200 -0.8286 -0.0006 -0.0484 0.0044 0.2181
H 4.1585 -2.4609 0.6730 0.0012 -0.0015 -0.0384 0.2237
H 4.9484 -0.1996 -2.7526 -0.0026 0.0130 0.0592 0.2249
H 4.5610 1.4350 -2.1941 -0.0217 -0.0110 0.0105 0.2327
H 3.2734 0.2824 -2.5194 0.0386 -0.0054 -0.0539 0.2328
H 6.8485 -0.0878 -0.4896 -0.0538 -0.0151 -0.0035 0.2258
H 6.3613 -0.3455 1.1909 0.0201 0.0220 -0.0360 0.2215
H 6.2310 1.2641 0.4706 0.0364 -0.0362 -0.0208 0.2322
H 4.9961 0.8887 2.4256 -0.0058 0.0276 0.0348 0.2031
H 4.6979 2.0034 4.5756 0.0037 -0.0120 -0.0229 0.1956
H 2.4694 2.8791 5.2597 -0.0109 -0.0115 -0.0166 0.1991
H 0.5395 2.5574 3.6786 0.0012 0.0020 -0.0165 0.2107
Se -2.5273 -1.4860 -2.3249 -0.1174 0.1470 -0.0111 0.4192
C -4.1051 -1.4310 -3.3183 0.0713 -0.0346 0.0169 0.0103
N -5.0794 -1.4602 -3.9327 0.0027 0.0009 0.0031 -0.3618
C -5.1808 2.8650 2.1093 0.0318 -0.0269 -0.0623 -0.6614
C -5.0370 1.6024 1.3139 0.1228 0.1246 0.0299 0.2858
C -5.8150 0.4797 1.5828 -0.0300 -0.0546 0.0560 -0.3260
C -5.5603 -0.6516 0.8409 0.0488 -0.0774 0.0347 0.0906
N -4.6183 -0.7016 -0.1014 0.0489 0.0115 -0.0800 -0.4843
C -3.9503 0.4205 -0.2884 0.0279 -0.0154 -0.0071 0.2708
S -2.6768 0.5516 -1.5286 -0.0459 -0.1352 0.0449 0.1594
N -4.1100 1.5731 0.3595 0.0030 0.0226 0.0523 -0.4888
H -6.2127 3.2176 2.0917 -0.0137 0.0008 0.0089 0.2203
H -4.5273 3.6321 1.7010 -0.0102 0.0027 0.0006 0.2353
H -4.9117 2.6753 3.1507 -0.0105 -0.0280 -0.0033 0.2504
H -6.5654 0.4937 2.3607 -0.0083 -0.0064 0.0028 0.2249
H -6.1147 -1.5701 1.0038 -0.0223 0.0152 0.0016 0.1941
C -0.9133 5.4296 -3.0167 0.0828 -0.0284 0.0054 -0.5933
C -0.0803 4.2376 -3.4949 -0.2610 0.1484 0.1962 -0.5125
C 0.1447 3.2751 -2.4177 0.1471 -0.0722 -0.3669 0.3987
N 0.3347 2.5068 -1.5888 -0.0854 0.2776 0.2520 -0.4267
H -1.0986 6.1097 -3.8475 -0.0025 0.0036 0.0041 0.2074
H -0.3963 5.9775 -2.2291 -0.0185 0.0221 0.0039 0.2074
H -1.8724 5.0950 -2.6221 -0.0129 0.0169 -0.0131 0.2127
H 0.8952 4.5439 -3.8701 0.0081 -0.0298 -0.0115 0.2537
H -0.5650 3.6975 -4.3069 0.0578 -0.0164 0.0532 0.2804
F 3.0858 0.8204 -6.0406 0.0474 0.0299 -0.0195 -0.3332
C 1.9955 0.1065 -5.7078 0.0131 0.0121 0.0067 0.8710
F 1.2639 -0.0371 -6.8355 -0.0266 -0.0056 -0.0592 -0.3406
F 2.4312 -1.1264 -5.3809 0.0162 -0.0506 0.0201 -0.3391
C 1.1516 0.7958 -4.5851 -0.0057 -0.1886 0.0229 0.6999
O 0.9109 1.9857 -4.8020 0.0446 -0.1379 -0.0385 -0.7192
O 0.8210 0.0357 -3.6506 0.0191 0.0824 -0.0647 -0.7728
```
Forces are in eV/Å.

## Properties
Energy relative to the best compared isomer or geometry (same formula, charge and spin) = 0.000 eV
Orbital gap = 5.61 eV
Max |F| = 0.4 eV Å⁻¹
Net charge = -1
E_tot = -5622.82099 hartree
Highest occupied orbital energy = -0.154 Ha

***

> Among the records above, which one has the highest E_tot?

C7H11NOS

***

> Which of these has the lowest max |F|?

C33H33F4N7O4SSeSiTl